Record 1
Formula: C24H43N2O10PS
Source: the Open Molecules 2025 dataset
Level of theory: ωB97M-V/def2-TZVPD

Summary:
LUMO: 2.663 eV
E: -69161.9611 eV
max |F|: 0.0394 Eh/bohr
energy relative to the best compared isomer or geometry (same formula, charge and spin): 0.0 kcal/mol
frontier orbital gap: 0.0542 Eh

ORCA input file:
```
! wB97M-V def2-TZVPD RIJCOSX def2/J DEFGRID3
* xyz -2 1
O -7.20762 3.32309 1.57173
C -7.52931 4.39542 0.99380
O -7.69781 5.50422 1.57924
C -7.57553 4.46609 -0.54031
C -6.31422 5.29377 -0.91026
C -5.22940 4.70167 -1.80835
C -4.12663 3.84717 -1.12060
C -4.13848 3.87267 0.39362
S -2.86795 2.79250 1.14898
C -3.14298 1.24250 0.41089
N -3.77083 0.20922 0.87946
N -3.63535 -0.78942 -0.06058
C -2.95816 -0.29598 -1.03732
O -2.59418 0.98721 -0.80497
P -7.71405 2.84464 -1.15099
O -8.94295 2.10880 -0.76784
O -6.43085 1.77294 -0.93481
O -7.72356 2.97321 -2.82636
H -5.88826 5.66262 0.02067
H -6.64244 6.20884 -1.42629
H -4.72236 5.55502 -2.27417
H -5.63003 4.13267 -2.64367
H -3.15536 4.21440 -1.46445
H -4.17375 2.82261 -1.47507
H -5.11750 3.67651 0.83733
H -3.81931 4.85361 0.74586
H -2.64948 -0.75984 -1.95240
H -6.02097 1.59296 -1.78576
H -7.22035 2.25933 -3.22708
C 1.23235 -2.58590 0.73467
C 1.58168 -3.47630 -0.45669
C 0.19828 -3.84537 -0.97942
O -0.65291 -2.74218 -0.68597
C 0.00650 -1.84766 0.21656
H 2.03469 -1.91685 1.03345
H 0.96347 -3.20105 1.59794
H 2.12643 -2.90493 -1.20678
H 2.18148 -4.34722 -0.19584
H -0.19580 -4.73422 -0.47024
H 0.18824 -4.03180 -2.05549
H 0.29346 -0.94732 -0.33914
H -0.68533 -1.55645 1.00675
C 4.52878 -6.58631 -3.22514
C 4.98068 -5.50774 -4.20710
C 3.98030 -4.39500 -3.91956
O 3.63665 -4.50907 -2.53797
C 4.11360 -5.75028 -2.02105
H 5.30074 -7.31639 -2.98551
H 3.66620 -7.12126 -3.62802
H 5.99330 -5.17861 -3.96241
H 4.96909 -5.82672 -5.24830
H 3.07022 -4.51509 -4.51673
H 4.38492 -3.39959 -4.10473
H 4.96795 -5.55098 -1.36332
H 3.32516 -6.21757 -1.42998
C 5.86835 -1.52906 3.79577
C 6.21477 -2.40974 2.59650
C 4.83076 -2.77191 2.07131
O 3.98512 -1.66511 2.37805
C 4.64550 -0.77927 3.28172
H 6.67380 -0.86242 4.10075
H 5.59782 -2.15153 4.65154
H 6.76129 -1.82794 1.85079
H 6.81178 -3.28497 2.84986
H 4.43603 -3.66320 2.57217
H 4.81338 -2.94623 0.99438
H 4.93552 0.12539 2.73607
H 3.95266 -0.49637 4.07432
C 2.02195 3.69649 2.92606
C 2.24445 2.80179 1.70801
C 0.81985 2.63460 1.18784
O 0.13141 3.83346 1.52300
C 0.89988 4.60626 2.43436
H 2.90882 4.24806 3.23971
H 1.67622 3.09639 3.77084
H 2.85879 3.32274 0.96876
H 2.72351 1.85009 1.93932
H 0.31269 1.79314 1.67346
H 0.77176 2.48524 0.10890
H 1.30064 5.48105 1.90638
H 0.25281 4.95651 3.23979
*
```

Let us look at the Mulliken charges, expressed in e, one per atom: O -0.74; C 0.42; O -0.79; C -0.30; C -1.05; C -0.61; C -0.39; C -0.34; S -0.20; C 0.47; N -0.28; N -0.39; C -0.07; O -0.22; P 0.90; O -0.90; O -0.44; O -0.53; H 0.33; H 0.33; H 0.54; H 0.25; H 0.47; H 0.01; H 0.17; H 0.41; H 0.46; H 0.21; H 0.25; C -0.30; C 0.03; C -0.64; O -0.42; C -0.37; H 0.20; H 0.26; H 0.05; H 0.16; H 0.29; H 0.24; H 0.16; H 0.35; C -0.61; C -0.58; C -0.49; O -0.26; C -0.42; H 0.35; H 0.28; H 0.26; H 0.33; H 0.30; H 0.27; H 0.24; H 0.33; C -0.55; C -0.58; C -0.23; O -0.34; C -0.47; H 0.35; H 0.27; H 0.28; H 0.36; H 0.26; H 0.13; H 0.24; H 0.26; C -0.57; C -0.18; C -0.30; O -0.36; C -0.50; H 0.36; H 0.26; H 0.31; H 0.00; H 0.21; H 0.25; H 0.26; H 0.29

Record 2
Formula: C13H15N3O4S
Source: the Open Molecules 2025 dataset
Level of theory: ωB97M-V/def2-TZVPD

Summary:
LUMO: -1.562 eV
E: -37203.9718 eV
max |F|: 0.1745 Eh/bohr
energy relative to the best compared isomer or geometry (same formula, charge and spin): 395.2 kcal/mol
frontier orbital gap: 0.2569 Eh

ORCA input file:
```
! wB97M-V def2-TZVPD RIJCOSX def2/J DEFGRID3
* xyz 0 1
C 2.43993 -3.23194 0.61944
C 3.03063 -2.60492 -0.77600
S 1.79924 -2.52185 -2.19003
C 1.35315 -0.71648 -2.57277
C -0.02473 -0.40472 -1.73021
C -1.53664 -0.84075 -2.29667
C -2.86445 -0.52110 -1.34123
C -2.71329 0.22862 0.14141
C -4.02432 0.52557 1.08293
N -4.05339 -0.58922 2.14581
C -1.22149 0.67834 0.65310
C 0.08784 0.33992 -0.27386
C 1.36068 0.91329 0.58596
O 2.67213 0.66500 0.53010
N 0.74696 1.84774 1.62333
C 0.95763 3.27068 1.15408
O 1.42237 3.36553 -0.26478
N 2.73888 3.74105 -0.29059
O 3.25391 3.09419 -1.22110
C -0.69476 1.45584 1.99699
O -1.37054 1.65111 3.13291
H 1.42391 -3.80708 0.49372
H 3.24065 -4.01784 1.02360
H 2.31128 -2.42417 1.47790
H 3.51756 -1.56286 -0.53486
H 3.92995 -3.30534 -1.12566
H 2.17229 0.03712 -2.14936
H 1.14147 -0.53448 -3.72186
H -1.66008 -1.36793 -3.35254
H -3.93718 -0.83800 -1.74536
H -4.96768 0.46021 0.38876
H -3.88469 1.59539 1.54467
H -3.44096 -1.36085 1.75815
H -5.01489 -0.99568 2.17762
H 0.00017 3.96436 1.26768
H 1.80848 3.81126 1.78872
*
```

Let us look at the natural (NBO) charges, expressed in e, one per atom: C -0.64; C -0.56; S 0.18; C -0.58; C 0.05; C -0.21; C -0.21; C 0.01; C -0.26; N -0.82; C -0.13; C -0.14; C 0.69; O -0.54; N -0.57; C 0.05; O -0.39; N 0.37; O -0.27; C 0.68; O -0.50; H 0.23; H 0.21; H 0.22; H 0.26; H 0.23; H 0.27; H 0.26; H 0.25; H 0.25; H 0.20; H 0.23; H 0.37; H 0.36; H 0.22; H 0.22

Record 3
Formula: C4H11S2
Source: the Open Molecules 2025 dataset
Level of theory: ωB97M-V/def2-TZVPD

Summary:
LUMO: 2.927 eV
E: -25997.1794 eV
max |F|: 0.0371 Eh/bohr
energy relative to the best compared isomer or geometry (same formula, charge and spin): 15.2 kcal/mol
frontier orbital gap: 0.1878 Eh

ORCA input file:
```
! wB97M-V def2-TZVPD RIJCOSX def2/J DEFGRID3
* xyz -1 1
C 0.99563 -1.35094 -0.23402
S 2.65578 -0.56177 -0.29516
C 3.59033 -1.77253 0.70461
H 1.17962 -2.42186 -0.19610
H 0.39307 -0.94542 0.55470
H 0.64304 -1.18501 -1.25015
H 4.59912 -1.43073 0.79625
H 3.52067 -2.72037 0.21743
H 3.17406 -1.76325 1.70309
C -2.66715 0.76568 -1.59626
C -1.91679 0.70972 -0.25244
S -2.77318 1.57671 1.09001
H -3.57059 0.16400 -1.54338
H -2.95540 1.80201 -1.76397
H -2.08600 0.36693 -2.43956
H -1.74116 -0.33654 -0.03225
H -0.98325 1.24119 -0.40652
*
```

Let us look at the natural (NBO) charges, expressed in e, one per atom: C -0.72; S 0.14; C -0.73; H 0.20; H 0.25; H 0.23; H 0.22; H 0.20; H 0.21; C -0.62; C -0.53; S -0.73; H 0.19; H 0.20; H 0.16; H 0.16; H 0.17

Record 4
Formula: C39H59N4O2SZr
Source: the Open Molecules 2025 dataset
Level of theory: ωB97M-V/def2-TZVPD

Summary:
LUMO: -2.491 eV
E: -63573.1782 eV
max |F|: 0.0263 Eh/bohr
frontier orbital gap: 0.3067 Eh

ORCA input file:
```
! wB97M-V def2-TZVPD RIJCOSX def2/J DEFGRID3
* xyz 1 1
Zr 0.09983 -0.26925 -0.55032
C 3.57908 -0.63837 -0.26216
N 2.42126 0.18280 0.18149
C 2.55010 1.51993 -0.45402
C 2.52939 0.28700 1.66264
C 1.24694 0.74502 2.29790
N 0.11169 -0.09152 1.85920
C 0.21108 -1.46392 2.46461
C -1.02174 -2.27895 2.21939
C -1.81440 -2.74904 3.25171
C -3.01640 -3.40139 2.98375
C -3.40826 -3.51673 1.65250
C -2.65377 -3.04306 0.57240
C -1.43766 -2.47195 0.91298
O -0.57220 -1.97923 -0.04927
C -3.16055 -3.09417 -0.87184
C -3.41542 -1.65672 -1.35164
C -4.48382 -3.85450 -0.97873
C -2.14890 -3.79671 -1.78903
C -3.86568 -3.93051 4.14110
C -5.14978 -4.60095 3.65638
C -3.05001 -4.95858 4.93338
C -4.24656 -2.76365 5.06084
C -1.17076 0.53597 2.30531
C -1.28570 1.99362 1.96907
C -1.56623 2.91111 2.96540
C -1.70742 4.26580 2.67632
C -1.57435 4.65067 1.34932
C -1.30278 3.76632 0.29662
C -1.13883 2.42735 0.65347
O -0.78247 1.45159 -0.25476
C -1.27117 4.27878 -1.14404
C -2.52400 3.73667 -1.83987
C 0.00193 3.86472 -1.89640
C -1.32797 5.80733 -1.20297
C -2.00857 5.25137 3.80647
C -0.88129 5.18765 4.84546
C -3.33454 4.86392 4.47440
C -2.12202 6.68659 3.29872
H 4.47257 -0.27805 0.25538
H 3.70934 -0.53953 -1.33411
H 3.41186 -1.68452 -0.01164
H 3.54780 1.93292 -0.27801
H 1.80527 2.20871 -0.05256
H 2.40199 1.41447 -1.53124
H 3.34206 0.97725 1.91543
H 2.82851 -0.69541 2.02733
H 1.02719 1.77740 2.02441
H 1.33474 0.72130 3.39129
H 0.37862 -1.34592 3.54082
H 1.09605 -1.94185 2.03936
H -1.49164 -2.59259 4.27481
H -4.35081 -3.99064 1.43220
H -4.30778 -1.23607 -0.88348
H -3.54034 -1.61965 -2.43586
H -2.58577 -0.99145 -1.09377
H -5.27031 -3.41265 -0.36560
H -4.37227 -4.90266 -0.69474
H -4.82675 -3.83003 -2.01393
H -1.22668 -3.23503 -1.92366
H -2.60149 -3.94467 -2.77187
H -1.88732 -4.78019 -1.39474
H -4.94533 -5.45798 3.01207
H -5.79641 -3.90911 3.11315
H -5.71308 -4.96521 4.51655
H -2.76867 -5.80485 4.30442
H -3.63816 -5.33953 5.77010
H -2.13568 -4.52511 5.34161
H -4.83552 -2.01759 4.52348
H -3.36796 -2.26559 5.47422
H -4.84426 -3.12399 5.89994
H -1.26061 0.39975 3.38889
H -1.98490 -0.03861 1.85402
H -1.67228 2.55448 3.98325
H -1.69237 5.69581 1.10956
H -2.61891 2.66375 -1.69365
H -2.49675 3.95117 -2.91153
H -3.42007 4.20280 -1.42634
H 0.08971 2.79076 -2.02372
H 0.89200 4.22991 -1.37690
H -0.00419 4.31865 -2.88973
H -2.23521 6.21372 -0.75508
H -1.31818 6.11506 -2.24965
H -0.46697 6.26885 -0.71532
H -0.75959 4.18064 5.24601
H -1.09822 5.85091 5.68481
H 0.07237 5.49598 4.41219
H -3.27365 3.88880 4.96016
H -4.14700 4.82750 3.74681
H -3.59800 5.59597 5.23975
H -1.20921 7.02088 2.80209
H -2.30050 7.35407 4.14270
H -2.95469 6.80576 2.60269
C 0.08168 0.78940 -6.85381
C -0.18866 0.50242 -5.41168
C -1.38278 0.93854 -4.81335
C -1.54274 0.70438 -3.47513
N -0.60835 0.03171 -2.78814
C 0.45963 -0.42417 -3.45455
S 1.52750 -1.38385 -2.45858
N 0.73817 -0.17391 -4.73325
H -0.69142 0.32613 -7.46919
H 1.05497 0.40444 -7.14301
H 0.04495 1.86292 -7.04360
H -2.14219 1.45563 -5.38136
H -2.41298 1.03075 -2.92716
*
```

These are the Mulliken partial charges, in e, on atoms 1 to 99: Zr 0.51; C -1.55; N 0.81; C -1.06; C -1.78; C -0.68; N 0.95; C -0.99; C -0.12; C -0.42; C -0.85; C 0.03; C -1.14; C 1.14; O -0.78; C 2.65; C -1.40; C -2.41; C -1.64; C 2.05; C -2.16; C -1.65; C -1.61; C -0.81; C -0.66; C -0.36; C -1.04; C 0.22; C -1.12; C 0.37; O 0.40; C 2.52; C -1.26; C -1.23; C -2.47; C 1.99; C -1.61; C -1.67; C -2.16; H 0.40; H 0.52; H 0.35; H 0.54; H 0.21; H 0.24; H 0.54; H 0.55; H 0.38; H 0.41; H 0.37; H 0.47; H 0.62; H 0.72; H 0.40; H 0.48; H 0.15; H 0.47; H 0.45; H 0.46; H 0.20; H 0.46; H 0.37; H 0.41; H 0.41; H 0.44; H 0.38; H 0.47; H 0.31; H 0.36; H 0.33; H 0.45; H 0.67; H 0.33; H 0.60; H 0.64; H -0.09; H 0.42; H 0.43; H -0.14; H 0.28; H 0.55; H 0.48; H 0.48; H 0.43; H 0.32; H 0.46; H 0.36; H 0.33; H 0.36; H 0.47; H 0.41; H 0.44; H 0.41; C -1.28; C 0.94; C -1.30; C -0.08; N 0.52; C 0.31

Record 5
Formula: C4H7CuO2
Source: the Open Molecules 2025 dataset
Level of theory: ωB97M-V/def2-TZVPD

Summary:
LUMO (alpha / beta): -1.058 / -1.058 eV
E: -52990.9137 eV
max |F|: 0.0501 Eh/bohr
energy relative to the best compared isomer or geometry (same formula, charge and spin): 53.4 kcal/mol
frontier orbital gap (alpha / beta): 0.2174 / 0.2174 Eh

ORCA input file:
```
! wB97M-V def2-TZVPD RIJCOSX def2/J DEFGRID3
* xyz 0 1
H -0.95166 0.86828 1.54422
O -2.49804 -0.16852 0.12746
C -1.17640 0.25912 0.13933
C -0.24141 -0.65691 -0.39489
C 0.92316 -0.19997 -1.23649
C 1.58116 -0.49706 0.08593
O 1.77466 0.34647 1.02719
Cu 1.00593 1.36027 2.59163
H -3.08160 0.57757 0.29131
H -1.04744 1.29506 -0.20594
H -0.59322 -1.68389 -0.53251
H 0.92959 0.85590 -1.52882
H 1.22808 -0.90637 -2.02186
H 2.14717 -1.44993 0.11342
*
```

Let us look at the natural (NBO) charges, expressed in e, one per atom: H -0.20; O -0.70; C 0.10; C -0.39; C -0.47; C 0.29; O -0.89; Cu 0.80; H 0.47; H 0.17; H 0.23; H 0.21; H 0.22; H 0.15